No. 1
{
  "formula": "C23H25B3BrF7O26",
  "method": "ωB97M-V/def2-TZVPD",
  "species": ["O", "C", "Br", "C", "B", "O", "B", "O", "B", "O", "O", "H", "H", "H", "H", "C", "C", "O", "C", "O", "O", "F", "H", "H", "H", "C", "C", "O", "C", "O", "O", "F", "H", "H", "H", "C", "C", "O", "C", "O", "O", "F", "H", "H", "H", "C", "C", "O", "C", "O", "O", "F", "H", "H", "H", "C", "C", "O", "C", "O", "O", "F", "H", "H", "H", "C", "C", "O", "C", "O", "O", "F", "H", "H", "H", "C", "C", "O", "C", "O", "O", "F", "H", "H", "H"],
  "coordinates": [[0.307, -0.665, -4.519], [0.066, -0.103, -3.536], [1.294, -0.295, -2.041], [-1.208, 0.749, -3.455], [-2.360, 0.092, -2.595], [-2.380, -1.278, -2.257], [-3.433, -1.787, -3.028], [-4.335, -0.907, -3.628], [-4.532, 0.277, -2.895], [-5.753, 0.911, -2.937], [-3.482, 0.819, -2.152], [-0.955, 1.777, -3.146], [-1.596, 0.808, -4.492], [-3.482, -2.958, -3.163], [-6.015, 1.035, -3.860], [4.009, 1.862, 2.172], [4.551, 1.439, 0.835], [3.383, 1.063, 0.126], [2.371, 1.817, 0.633], [1.320, 1.963, 0.102], [2.724, 2.387, 1.815], [5.364, 0.351, 0.952], [3.884, 1.021, 2.857], [4.622, 2.621, 2.653], [5.064, 2.230, 0.282], [2.097, 4.757, -2.184], [2.994, 5.961, -2.264], [4.016, 5.646, -1.329], [4.103, 4.290, -1.310], [5.013, 3.677, -0.842], [3.027, 3.713, -1.885], [2.359, 7.082, -1.857], [1.365, 4.834, -1.379], [1.572, 4.559, -3.116], [3.438, 6.132, -3.248], [-1.292, -3.348, 0.534], [-1.912, -2.064, 1.011], [-1.036, -1.651, 2.041], [0.191, -2.150, 1.706], [1.211, -1.787, 2.189], [0.098, -3.110, 0.745], [-3.145, -2.280, 1.548], [-1.605, -4.208, 1.127], [-1.504, -3.545, -0.515], [-1.977, -1.286, 0.250], [-0.385, -3.297, 5.374], [-1.370, -4.325, 4.889], [-0.708, -5.546, 5.147], [0.104, -5.319, 6.223], [0.604, -6.169, 6.875], [0.256, -3.985, 6.450], [-1.581, -4.215, 3.547], [0.356, -3.038, 4.614], [-0.866, -2.385, 5.721], [-2.327, -4.312, 5.409], [-6.808, -4.684, 3.846], [-5.840, -3.532, 3.869], [-4.943, -3.901, 4.902], [-4.931, -5.268, 4.927], [-4.104, -5.915, 5.475], [-5.980, -5.782, 4.235], [-6.455, -2.376, 4.215], [-7.615, -4.563, 4.571], [-7.240, -4.850, 2.861], [-5.286, -3.387, 2.939], [-3.681, 3.926, -3.452], [-4.305, 5.190, -2.925], [-3.337, 5.653, -2.001], [-2.131, 5.208, -2.452], [-1.085, 5.622, -2.081], [-2.285, 4.232, -3.388], [-5.457, 4.932, -2.263], [-3.895, 3.063, -2.817], [-3.987, 3.700, -4.472], [-4.483, 5.956, -3.682], [7.939, -1.036, -1.983], [8.384, 0.287, -1.425], [8.752, 1.011, -2.584], [7.979, 0.522, -3.600], [7.825, 1.061, -4.643], [7.402, -0.660, -3.252], [9.475, 0.147, -0.632], [8.773, -1.726, -2.130], [7.186, -1.521, -1.365], [7.606, 0.832, -0.886]],
  "atomic_forces_ev_per_a": [[0.881, -1.578, -2.380], [-1.164, 1.137, 1.197], [-0.535, 0.209, 0.007], [0.402, 0.145, 0.776], [0.620, 0.281, 1.572], [-0.739, 0.703, -1.467], [0.581, -0.266, 0.184], [0.486, -0.037, 0.964], [-0.797, 0.536, 0.172], [0.896, 0.251, -0.428], [0.079, -0.856, -1.413], [-0.248, -0.339, 0.108], [0.246, -0.045, 0.350], [-0.265, -0.074, -0.116], [-0.457, -0.325, 0.295], [0.051, 0.183, 0.490], [0.463, -0.386, 0.036], [-0.055, 0.502, 0.214], [-0.385, -0.046, -0.070], [-0.030, 0.173, 0.275], [0.124, -0.202, -0.352], [0.022, -0.117, -0.071], [0.018, -0.102, -0.165], [-0.193, 0.149, -0.085], [-0.051, -0.550, 0.268], [-0.565, -0.247, -0.242], [-0.303, 0.359, 0.343], [0.099, -0.465, -0.422], [0.006, -0.224, 0.128], [0.014, 0.606, -0.269], [0.402, 0.318, 0.071], [0.129, 0.061, -0.039], [0.072, 0.169, 0.004], [0.125, -0.182, 0.022], [0.013, 0.129, 0.054], [-0.102, -0.520, -0.576], [-0.302, -0.085, 0.438], [0.270, -0.087, -0.621], [0.566, -0.117, 0.092], [-0.058, -0.033, 0.113], [-0.239, 0.532, 0.416], [-0.099, 0.110, -0.029], [-0.120, 0.166, 0.119], [0.261, 0.093, -0.033], [-0.164, -0.002, 0.074], [0.122, 0.560, 0.066], [0.103, -0.077, -0.214], [-0.078, 0.394, 0.404], [0.331, -0.253, 0.234], [0.024, 0.030, -0.079], [-0.251, -0.302, -0.238], [-0.119, -0.100, -0.085], [-0.094, -0.114, -0.102], [0.072, -0.085, 0.194], [-0.059, -0.053, -0.188], [-0.400, -0.283, -0.309], [-0.169, 0.392, 0.277], [-0.011, -0.371, -0.435], [0.122, -0.374, 0.250], [-0.059, 0.082, 0.030], [0.222, 0.387, 0.084], [0.084, 0.052, -0.037], [0.106, 0.189, 0.047], [0.138, -0.193, 0.019], [-0.013, 0.149, 0.042], [-0.075, -0.473, -0.351], [-0.311, -0.109, 0.420], [0.234, -0.073, -0.604], [0.321, 0.035, 0.261], [0.037, -0.104, -0.036], [-0.156, 0.282, 0.208], [-0.032, 0.110, -0.024], [-0.094, 0.226, 0.108], [0.238, 0.096, -0.059], [-0.126, 0.026, 0.083], [-0.352, -0.508, 0.102], [0.504, 0.029, 0.125], [-0.573, -0.227, 0.004], [-0.033, 0.067, -0.465], [0.066, -0.040, 0.034], [0.246, 0.347, 0.161], [-0.021, 0.104, 0.061], [0.125, 0.174, 0.076], [-0.138, 0.073, -0.184], [0.116, 0.005, 0.115]],
  "orbital_gap_ev": 9.873,
  "homo_ev": -10.2482,
  "energy_ha": -6195.7323
}


No. 2
{
  "formula": "C16H64BF4O18V",
  "method": "ωB97M-V/def2-TZVPD",
  "species": ["O", "V", "O", "B", "F", "F", "F", "F", "C", "O", "H", "H", "H", "H", "C", "O", "H", "H", "H", "H", "C", "O", "H", "H", "H", "H", "C", "O", "H", "H", "H", "H", "C", "O", "H", "H", "H", "H", "C", "O", "H", "H", "H", "H", "C", "O", "H", "H", "H", "H", "C", "O", "H", "H", "H", "H", "C", "O", "H", "H", "H", "H", "C", "O", "H", "H", "H", "H", "C", "O", "H", "H", "H", "H", "C", "O", "H", "H", "H", "H", "C", "O", "H", "H", "H", "H", "C", "O", "H", "H", "H", "H", "C", "O", "H", "H", "H", "H", "C", "O", "H", "H", "H", "H"],
  "coordinates": [[1.812, -1.787, -2.246], [2.868, -1.694, -1.120], [4.174, -2.431, -1.624], [0.093, -0.453, 0.249], [-0.001, -0.658, 1.555], [-0.738, 0.734, -0.138], [1.468, -0.155, -0.091], [-0.377, -1.513, -0.532], [4.949, -1.503, 1.281], [3.875, -0.822, 0.673], [4.664, -2.227, 2.077], [5.459, -1.999, 0.475], [5.674, -0.771, 1.657], [3.312, -0.471, 1.362], [-2.437, -1.087, 4.409], [-2.338, -2.529, 4.418], [-1.580, -0.631, 3.943], [-3.335, -0.809, 3.852], [-2.507, -0.755, 5.444], [-1.867, -2.832, 3.621], [0.296, -2.563, 6.027], [1.604, -3.078, 6.183], [-0.336, -3.376, 5.621], [-0.066, -2.121, 6.975], [0.253, -1.766, 5.336], [2.240, -2.374, 6.362], [0.539, 2.436, 4.092], [1.639, 2.306, 3.184], [-0.363, 2.065, 3.639], [0.787, 1.768, 4.907], [0.443, 3.482, 4.448], [1.387, 2.633, 2.301], [-3.304, -3.684, 0.538], [-3.965, -2.866, -0.419], [-4.020, -4.312, 1.088], [-2.497, -4.251, 0.107], [-2.784, -3.086, 1.303], [-3.707, -1.986, -0.163], [-1.031, -0.170, -3.281], [-1.285, 0.374, -4.556], [-0.325, 0.395, -2.665], [-2.007, -0.264, -2.781], [-0.655, -1.176, -3.445], [-0.433, 0.322, -5.005], [-4.489, -2.045, -3.368], [-5.512, -2.961, -3.045], [-3.593, -2.597, -3.697], [-4.806, -1.409, -4.162], [-4.156, -1.476, -2.510], [-5.325, -3.248, -2.143], [3.670, -0.137, 4.128], [2.847, -0.152, 3.024], [4.628, -0.540, 3.824], [3.924, 0.888, 4.466], [3.253, -0.757, 4.934], [2.326, 0.643, 3.027], [1.305, 3.924, -0.302], [0.555, 3.084, 0.534], [0.718, 4.316, -1.112], [1.629, 4.714, 0.345], [2.149, 3.348, -0.736], [0.044, 2.431, 0.044], [2.915, 1.088, -2.910], [3.607, 0.217, -1.915], [1.884, 0.730, -2.910], [2.965, 2.152, -2.632], [3.316, 1.022, -3.924], [4.518, 0.032, -2.117], [2.585, -3.925, 1.327], [2.077, -2.973, 0.298], [1.873, -4.734, 1.488], [3.527, -4.391, 0.928], [2.829, -3.371, 2.231], [1.170, -3.253, -0.035], [-3.884, 0.798, -0.227], [-3.200, -0.311, 0.418], [-3.272, 1.679, -0.186], [-4.090, 0.605, -1.296], [-4.859, 0.937, 0.237], [-2.270, -0.124, 0.277], [-0.680, -5.088, -1.954], [0.115, -3.994, -1.472], [-0.156, -5.505, -2.801], [-0.705, -5.894, -1.233], [-1.700, -4.763, -2.186], [-0.421, -3.311, -1.033], [-2.438, 3.824, -3.691], [-1.381, 3.148, -4.408], [-3.254, 3.183, -3.308], [-2.094, 4.345, -2.832], [-2.918, 4.584, -4.302], [-1.652, 2.332, -4.797], [2.686, 4.739, -4.817], [2.176, 4.104, -3.597], [2.549, 4.178, -5.695], [2.305, 5.739, -4.940], [3.760, 4.870, -4.816], [1.219, 4.031, -3.691], [-2.523, 5.441, -0.056], [-1.889, 4.120, -0.182], [-1.976, 6.304, -0.495], [-3.476, 5.364, -0.558], [-2.789, 5.660, 1.009], [-1.200, 4.073, 0.489]],
  "atomic_forces_ev_per_a": [[-0.807, -0.288, -1.035], [1.138, 0.999, 1.067], [0.058, -0.187, 0.056], [-0.285, 1.523, -1.789], [-0.236, -0.374, 1.538], [1.060, -1.038, 0.340], [-0.407, -0.122, -0.127], [0.044, 0.019, 0.336], [0.864, 0.085, 0.236], [0.038, -0.627, -1.031], [0.054, 0.589, -0.552], [0.162, -0.591, -0.169], [-0.228, -0.122, 0.331], [-0.625, 0.498, 0.964], [-0.464, -0.972, -0.188], [0.340, 0.208, -0.296], [0.417, 0.211, -0.207], [0.052, 0.236, 0.114], [-0.069, -0.055, -0.037], [-0.378, 0.431, 0.462], [-0.216, -0.576, 0.824], [0.624, -0.167, -0.060], [0.259, 0.528, 0.688], [-0.238, -0.639, -0.224], [0.112, 0.945, -1.161], [-0.387, -0.113, -0.015], [0.829, 0.244, -0.175], [0.005, 0.146, -0.256], [-0.580, 0.085, -0.202], [-0.091, 0.093, 0.435], [-0.095, -0.597, -0.154], [-0.188, -0.091, 0.128], [-0.193, 0.464, 0.847], [0.169, -1.231, 0.230], [0.240, -0.056, -0.396], [0.077, -0.702, -0.517], [-0.355, 0.215, -0.117], [0.039, 1.315, -0.035], [-0.721, -0.875, 0.402], [0.401, 0.521, -0.685], [-0.202, 0.137, -0.108], [0.454, 0.194, 0.069], [0.223, -0.250, 0.470], [-0.244, 0.117, -0.305], [0.958, -1.114, 0.230], [-0.220, 0.119, 0.208], [-0.092, 0.186, -0.156], [-0.351, 0.527, -0.541], [-0.176, 0.400, 0.224], [-0.011, -0.046, 0.057], [1.220, 0.325, 0.899], [-0.337, -0.846, -1.043], [0.265, -0.398, 0.194], [-0.521, -0.400, 0.077], [0.156, 0.281, 0.061], [-0.936, 1.174, -0.070], [0.707, -0.995, -0.436], [-0.473, -0.222, 1.051], [-0.363, 0.309, -0.380], [0.547, 0.578, 0.015], [-0.189, 0.604, 0.238], [0.028, -0.364, -0.180], [0.148, -0.263, 0.571], [-1.208, 0.481, -0.328], [0.174, 0.164, 0.016], [0.044, -0.605, 0.271], [0.225, -0.462, 0.264], [0.553, 0.190, -0.435], [1.021, 0.159, -1.514], [-1.065, -0.948, 0.316], [-0.167, 0.365, 0.025], [-0.882, 0.539, 0.269], [-0.386, -0.010, -0.051], [1.382, -0.077, 0.300], [-0.187, -0.983, -0.363], [-0.976, 0.546, -0.444], [0.152, 0.565, 0.263], [0.213, -0.221, 0.289], [0.198, 0.073, 0.260], [0.329, 0.032, -0.018], [0.231, 0.445, 0.446], [-0.174, -0.004, 0.460], [-0.111, 0.189, -0.497], [-0.234, -0.157, 0.472], [0.243, -0.140, -0.181], [-0.259, -0.287, -0.635], [-0.688, -0.795, -0.902], [0.030, 2.045, 1.236], [0.518, -0.226, -0.371], [0.994, 0.194, 0.753], [-0.029, 0.025, -0.456], [-0.613, -1.082, -0.028], [0.126, 0.258, 1.530], [0.800, 0.617, -1.295], [-0.875, -0.970, -1.058], [-0.525, 0.316, -0.028], [0.365, -0.212, 0.922], [-0.064, -0.036, -0.146], [-0.023, -0.786, 0.719], [-0.719, 1.884, 0.050], [0.092, -0.758, 0.248], [-0.211, -0.039, -0.347], [0.484, -0.115, -0.707], [0.211, -0.157, -0.014]],
  "orbital_gap_ev": 9.268,
  "homo_ev": -9.4096,
  "energy_ha": -3370.6772
}